(1)
# C18H36CoNO9Si

A structure of composition C18H36CoNO9Si at a distorted geometry (ωB97M-V with the def2-TZVPD basis set, OMol25).

Calculated values
- LUMO energy (alpha / beta) (eV) = 2.48 / 2.48
- charge = -1
- frontier orbital gap (alpha / beta) (eV) = 7.520 / 7.650
- 2S+1 = 4
- HOMO (alpha / beta) (eV) = -5.0 / -5.2

```
66
Properties=species:S:1:pos:R:3:mulliken_spin:R:1
Co -0.3008 0.8801 2.0336 2.764
O -1.1272 -0.9264 1.9477 0.042
C -1.2042 -1.7908 3.0946 0.006
C -0.4699 -1.1423 4.2788 -0.001
N -0.4047 0.3473 4.1746 0.025
C -1.6814 0.9808 4.6161 -0.001
C -1.9681 2.2997 3.9193 0.003
O -2.4372 3.2769 4.4569 0.005
O -1.6388 2.2755 2.6459 0.053
C 0.8282 0.9130 4.8089 -0.003
C 1.8790 1.2913 3.8123 0.008
O 2.9361 1.7579 4.2131 0.008
O 1.5084 1.0569 2.5758 0.063
H -1.2530 -1.3222 1.0782 -0.011
H -0.6851 -2.7420 2.8493 0.003
H -2.3280 -1.9784 3.2333 0.000
H 0.5221 -1.5862 4.2601 -0.001
H -0.9957 -1.5469 5.1240 -0.001
H -1.6730 1.0741 5.7405 0.001
H -2.5207 0.3072 4.4135 -0.001
H 1.3022 0.2880 5.6139 -0.001
H 0.6223 1.8437 5.3396 0.001
C -2.3572 2.1536 -1.8319 0.001
C -1.1977 1.8183 -2.7689 0.002
C -1.7629 1.5732 -4.1547 -0.002
C -0.0948 2.8449 -2.6821 -0.002
O -0.6388 0.5571 -2.3573 0.004
Si -0.0190 0.0151 -0.9466 0.005
O -0.3336 1.0629 0.1781 0.032
O -0.7701 -1.4537 -0.6643 0.003
C -0.9769 -2.6650 -1.4838 -0.001
C -0.1575 -2.5197 -2.7172 0.000
C -0.5338 -3.7849 -0.5422 0.001
C -2.4569 -2.7349 -1.7161 0.000
O 1.5883 -0.2948 -1.0691 -0.005
C 2.9071 0.2102 -1.4137 -0.001
C 2.9939 1.6543 -0.9237 0.002
C 3.0415 0.1509 -2.9511 0.000
C 3.8584 -0.7108 -0.7292 0.000
H -2.8977 3.0056 -2.2591 -0.001
H -1.9472 2.3094 -0.7926 0.000
H -3.0093 1.2876 -1.7878 0.001
H -2.1867 2.5137 -4.6509 0.000
H -2.5318 0.8411 -4.0574 0.000
H -0.9084 1.2626 -4.7778 0.000
H -0.4862 3.8441 -2.8147 0.000
H 0.6450 2.6256 -3.4966 0.000
H 0.4720 2.8415 -1.7342 0.000
H 0.9087 -2.5284 -2.4786 0.000
H -0.3611 -1.5280 -3.2384 0.000
H -0.3765 -3.3578 -3.3236 0.000
H 0.4484 -3.5163 -0.1670 0.000
H -0.5473 -4.7724 -1.0057 0.000
H -1.2111 -3.8502 0.3107 -0.001
H -2.8139 -1.8304 -2.2859 0.000
H -2.9657 -2.7533 -0.7549 0.000
H -2.6165 -3.6685 -2.2756 0.000
H 2.4385 2.2731 -1.6586 0.000
H 4.0120 2.1027 -0.8146 0.000
H 2.4261 1.7911 0.0299 -0.002
H 2.1295 0.5732 -3.3396 0.000
H 3.1186 -0.8850 -3.2360 0.000
H 3.8954 0.7515 -3.2832 0.000
H 3.7087 -0.6186 0.3744 0.000
H 4.8891 -0.3849 -0.9449 0.000
H 3.7670 -1.7629 -0.9937 0.000
```

***

(2)
# C39H49ClN4O2PSSi2Ti

A structure of composition C39H49ClN4O2PSSi2Ti (ωB97M-V with the def2-TZVPD basis set, OMol25).

Calculated values
- LUMO energy (eV) = -3.02
- charge = +1
- frontier orbital gap (eV) = 7.205
- HOMO (eV) = -10.2

```
100
Properties=species:S:1:pos:R:3:mulliken_charge:R:1
Ti -0.2953 0.4217 0.1043 -0.413
O -1.0212 -1.3356 2.0016 -0.092
C -0.6794 -2.2668 3.0519 -0.890
C 0.4545 -3.1609 2.6079 -0.654
C 0.0818 -4.0107 1.3766 1.251
C 1.2646 -4.2532 0.4931 -0.078
C 2.0803 -5.3659 0.6317 -0.922
C 3.1946 -5.4953 -0.1800 -0.291
C 3.4704 -4.5081 -1.1134 -0.832
C 2.6121 -3.4298 -1.1918 -0.281
N 1.5368 -3.3077 -0.4108 -0.014
H -1.8437 -0.8980 2.2547 -0.056
H -1.5630 -2.8714 3.2825 0.456
H -0.3956 -1.7154 3.9512 0.353
H 0.7229 -3.8028 3.4496 0.499
H 1.3251 -2.5465 2.3875 0.248
H -0.6717 -3.4690 0.8053 -1.654
H -0.3534 -4.9631 1.6801 0.735
H 1.8417 -6.1190 1.3707 0.492
H 3.8407 -6.3581 -0.0847 0.421
H 4.3347 -4.5627 -1.7585 0.434
H 2.7879 -2.6198 -1.8879 0.347
C 1.7797 3.3293 0.6837 -0.800
Si 0.3640 3.1528 1.8898 0.352
C -0.4602 4.8488 1.9460 -1.277
C 0.8777 2.7463 3.6293 -1.173
N -0.7310 1.8830 1.2133 1.072
C -2.1024 1.8583 1.5629 0.687
C -2.6778 2.6881 2.5214 -1.016
C -4.0429 2.6677 2.7554 -1.178
C -4.8442 1.8002 2.0321 -1.290
C -4.2775 0.9383 1.1051 -1.544
C -2.9028 0.9404 0.8590 1.041
N -2.2266 0.0557 -0.0285 1.639
Si -3.2227 -1.3418 -0.5393 1.209
C -3.7762 -2.3223 0.9638 -1.499
C -4.7670 -0.8068 -1.4811 -1.844
C -2.3763 -2.5830 -1.6653 -1.374
H 2.2411 4.3089 0.8284 0.566
H 1.4203 3.3017 -0.3494 0.022
H 2.5567 2.5754 0.8032 0.255
H 0.2526 5.5915 1.5840 0.495
H -0.7206 5.1154 2.9722 0.440
H -1.3666 4.9447 1.3487 0.237
H 1.4165 3.6068 4.0345 0.423
H 1.5251 1.8752 3.6982 0.365
H 0.0040 2.5774 4.2637 0.310
H -2.0529 3.3514 3.1010 0.384
H -4.4724 3.3250 3.4990 0.434
H -5.9132 1.7760 2.1952 0.463
H -4.9281 0.2535 0.5823 0.373
H -3.9325 -1.7037 1.8489 0.392
H -3.0583 -3.1053 1.2152 0.264
H -4.7297 -2.8077 0.7434 0.545
H -5.6526 -1.1916 -0.9697 0.661
H -4.7633 -1.2275 -2.4860 0.424
H -4.8878 0.2732 -1.5663 0.408
H -1.5854 -3.1695 -1.1992 0.198
H -2.0306 -2.1776 -2.6226 0.370
H -3.1682 -3.2947 -1.9173 0.598
Cl 2.2151 0.8009 -1.6681 0.057
C 1.9494 2.0885 -2.8023 0.552
C 3.0434 2.6375 -3.4455 -0.752
C 2.8333 3.6691 -4.3466 -0.715
C 1.5487 4.1384 -4.5809 -0.793
C 0.4672 3.5751 -3.9224 -1.164
C 0.6488 2.5263 -3.0230 0.370
P -0.7468 1.6934 -2.1712 2.362
C -2.0575 2.9493 -2.2336 0.077
C -2.7956 3.2171 -3.3896 -0.126
C -3.7382 4.2322 -3.3942 -0.929
C -3.9538 4.9930 -2.2519 -0.955
C -3.2148 4.7436 -1.1070 -0.352
C -2.2716 3.7266 -1.1005 0.655
C -1.2031 0.4366 -3.4228 1.336
C -0.1965 -0.2918 -4.0618 -0.887
C -0.5172 -1.2561 -5.0044 -0.737
C -1.8448 -1.4936 -5.3361 -0.900
C -2.8485 -0.7773 -4.7040 -1.472
C -2.5309 0.1702 -3.7399 -0.607
H 4.0363 2.2653 -3.2347 0.553
H 3.6767 4.1126 -4.8582 0.417
H 1.3862 4.9517 -5.2749 0.449
H -0.5240 3.9665 -4.1037 0.424
H -2.6346 2.6419 -4.2913 0.592
H -4.3050 4.4300 -4.2943 0.464
H -4.6952 5.7808 -2.2596 0.425
H -3.3724 5.3375 -0.2159 0.445
H -1.6948 3.5352 -0.2108 -0.933
H 0.8448 -0.1016 -3.8374 0.299
H 0.2726 -1.8100 -5.4944 0.495
H -2.0932 -2.2326 -6.0862 0.417
H -3.8853 -0.9522 -4.9610 0.448
H -3.3212 0.7159 -3.2494 0.903
O 0.1525 -1.2217 -0.8874 1.085
H 0.8050 -2.0339 -0.6095 -0.065
H -0.4670 -1.5941 -1.5313 -0.426
S 1.6035 -0.0383 1.6667 -0.448
C 3.0499 -0.3890 0.8874 0.392
N 4.0597 -0.6471 0.3870 -0.642
```

***

(3)
# C44H46N10P2V

A structure of composition C44H46N10P2V at a distorted geometry (ωB97M-V with the def2-TZVPD basis set, OMol25).

Calculated values
- LUMO energy (alpha / beta) (eV) = -0.79 / -1.37
- charge = 0
- frontier orbital gap (alpha / beta) (eV) = 5.717 / 4.548
- 2S+1 = 4
- HOMO (alpha / beta) (eV) = -6.5 / -5.9

```
103
Properties=species:S:1:pos:R:3:mulliken_spin:R:1
V 0.8150 -0.2276 -0.0391 2.382
C 0.3281 -3.7838 5.3672 0.007
C 0.6230 -2.5754 6.0006 0.005
C 0.9723 -1.4511 5.2763 0.004
C 1.0037 -1.5578 3.8934 -0.003
C 1.2179 -0.5966 2.8350 0.066
N 1.0043 -1.1762 1.6166 -0.058
C 0.7444 -2.5001 1.8422 0.048
N 0.5000 -3.4183 0.9408 0.003
C 0.3303 -3.1243 -0.3247 0.070
C -0.0715 -4.1210 -1.2857 0.018
C -0.3217 -5.4810 -1.1792 0.000
C -0.7523 -6.1412 -2.3146 0.013
C -0.9170 -5.4639 -3.5255 0.001
C -0.6490 -4.1112 -3.6448 0.014
C -0.2291 -3.4410 -2.5063 0.012
C 0.1371 -2.0686 -2.2414 0.104
N 0.2564 -1.1852 -3.2021 -0.028
C 0.7194 0.0212 -2.9826 0.138
N 1.0243 0.5794 -1.7750 -0.124
C 1.4799 1.8429 -2.0281 0.142
N 1.8303 2.7415 -1.1436 -0.046
C 1.8101 2.5062 0.1458 0.160
N 1.5259 1.3261 0.7717 -0.110
C 1.6961 1.5322 2.1141 0.083
N 1.5590 0.6483 3.0724 -0.012
C 2.0472 2.9086 2.3705 0.018
C 2.2808 3.6216 3.5349 0.000
C 2.5315 4.9765 3.4196 0.020
C 2.5507 5.6065 2.1745 0.002
C 2.3483 4.8969 1.0052 0.025
C 2.1021 3.5366 1.1136 0.001
C 1.4745 2.1132 -3.4466 0.012
C 1.7991 3.2309 -4.2015 0.021
C 1.6069 3.1578 -5.5694 0.006
C 1.1577 1.9851 -6.1777 0.015
C 0.8588 0.8568 -5.4351 0.008
C 0.9906 0.9446 -4.0589 0.018
N 0.4269 -1.8914 -0.9160 -0.118
C 0.7105 -2.7769 3.2570 0.006
C 0.3729 -3.9054 3.9908 0.004
H 0.0501 -4.6332 5.9726 0.001
H 0.5605 -2.5214 7.0780 0.001
H 1.2014 -0.5162 5.7632 -0.001
H -0.1801 -5.9945 -0.2395 -0.001
H -0.9617 -7.2011 -2.2681 0.001
H -1.2610 -6.0161 -4.3869 0.000
H -0.7476 -3.5845 -4.5822 0.000
H 2.2549 3.1263 4.4920 0.000
H 2.7132 5.5614 4.3089 0.001
H 2.7180 6.6733 2.1341 0.001
H 2.3758 5.3694 0.0356 0.001
H 2.1786 4.1223 -3.7282 0.001
H 1.8131 4.0255 -6.1807 0.001
H 1.0417 1.9650 -7.2518 0.001
H 0.5331 -0.0637 -5.8951 0.000
H 0.1521 -4.8364 3.4919 -0.001
C -1.4086 0.6475 3.9761 0.000
P -1.5669 0.9524 2.1522 0.006
C -1.8541 2.7741 2.3047 0.010
C -3.3542 0.4354 1.9843 -0.002
C -3.4667 -1.0795 2.0476 0.019
P -2.2549 -1.8817 0.8770 0.014
C -3.3586 -2.0547 -0.6055 0.010
C -2.4746 -3.6078 1.5066 0.007
H -2.2771 1.0396 4.5057 0.001
H -0.5136 1.1641 4.3204 0.000
H -1.3060 -0.4171 4.1797 -0.001
H -2.4508 2.9935 3.1880 0.000
H -2.3560 3.1376 1.4141 -0.002
H -0.8909 3.2712 2.3971 -0.001
H -3.7123 0.8081 1.0210 -0.003
H -3.9541 0.9032 2.7724 -0.001
H -4.4891 -1.4082 1.8334 -0.002
H -3.2046 -1.4223 3.0533 0.001
H -4.2590 -2.6168 -0.3561 0.000
H -2.8111 -2.5624 -1.3995 -0.002
H -3.6450 -1.0705 -0.9678 -0.005
H -3.5327 -3.8191 1.6573 0.000
H -1.9323 -3.7133 2.4440 -0.002
H -2.0602 -4.3200 0.7971 -0.003
C -3.8845 4.6771 -3.1636 0.000
C -4.0299 4.0149 -1.7954 0.000
N -3.3491 2.7402 -1.6895 0.001
C -4.0631 1.5837 -2.2003 0.000
C -3.4172 0.9760 -3.4463 0.000
C -2.0898 2.5986 -1.1634 0.026
C -1.2607 3.8427 -1.0026 0.012
N -1.5442 1.4990 -0.8173 -0.010
H -4.4301 5.6171 -3.1811 0.000
H -4.2816 4.0340 -3.9443 0.000
H -2.8391 4.8769 -3.3779 0.000
H -5.0925 3.8447 -1.5873 0.000
H -3.6581 4.6877 -1.0223 0.000
H -5.0814 1.8964 -2.4395 0.000
H -4.1385 0.8231 -1.4134 0.000
H -3.4129 1.6930 -4.2636 0.000
H -3.9740 0.0952 -3.7596 0.000
H -2.3888 0.6819 -3.2484 0.000
H -1.7559 4.6262 -0.4354 0.000
H -1.0080 4.2424 -1.9832 0.001
H -0.3421 3.5736 -0.4929 0.000
H -2.1100 0.6639 -0.9517 -0.014
```

***

(4)
# C5H14NO

A cluster of 2 separate species, C5H14NO in total at a distorted geometry (ωB97M-V with the def2-TZVPD basis set, OMol25).

Calculated values
- LUMO energy (eV) = -3.00
- charge = +1
- frontier orbital gap (eV) = 12.729
- HOMO (eV) = -15.7

```
21
Properties=species:S:1:pos:R:3:mulliken_charge:R:1
C -0.8661 -0.1988 -1.6475 -1.302
C 0.4573 -0.6106 -1.0725 0.114
N 0.9481 0.4364 -0.0167 -0.170
C 0.2348 -0.0264 1.3519 -0.485
C -0.1499 -1.4286 1.0724 -0.474
C 0.4671 -1.8643 -0.2380 -0.688
H -0.8683 0.7515 -2.1589 0.410
H -1.6390 -0.1500 -0.8273 0.288
H -1.2667 -0.8938 -2.3787 0.377
H 1.1924 -0.6711 -1.8895 0.325
H 0.5893 1.3396 -0.3679 0.295
H 1.9336 0.6065 0.1225 0.373
H 1.0313 0.2506 2.0455 0.422
H -0.5768 0.6646 1.6198 0.171
H 0.1318 -2.1812 1.8889 0.321
H -1.2303 -1.2707 0.8887 0.295
H -0.1278 -2.6599 -0.6348 0.356
H 1.4563 -2.2547 -0.1024 0.371
H 0.0377 3.7603 0.4703 0.295
H -1.2529 3.4030 1.1626 0.295
O -0.5019 2.9976 0.7118 -0.591
```

***

Taking the records one at a time from the top gives E values of -84681.4603; -122812.0132; -105544.9115; -8943.2274 eV.
Taking the records one at a time from the top gives relative energy (zero: lowest compared OMol25 entry of this formula, charge and spin) values of 0.0; 0.0; 30.0; 18.0 kcal per mole.